This record from the Open Molecules 2025 dataset describes C47H65HfN3O5S as an isolated structure. The level of theory is wB97M-V/def2-TZVPD.

```
122
C47H65HfN3O5S | the Open Molecules 2025 dataset | wB97M-V/def2-TZVPD
Hf -0.3132 3.1265 -0.6150
C 2.5085 4.0863 1.0721
O 1.6017 3.0795 0.5692
C 1.9122 1.7633 1.0519
C 1.4064 1.3569 2.2745
C 0.5192 2.2073 3.1589
C -0.8831 1.6566 3.1854
C -1.3710 0.9244 4.2650
C -2.6268 0.3292 4.2410
C -3.3954 0.4886 3.0853
C -2.9422 1.2047 1.9917
C -3.6899 1.2734 0.6860
C -3.0237 0.3579 -0.3206
C -3.0888 -1.0124 -0.1153
C -2.4692 -1.9307 -0.9577
C -1.7878 -1.4302 -2.0601
C -1.7011 -0.0663 -2.3208
C -0.9454 0.3949 -3.5494
C 0.5363 0.1584 -3.4023
C 1.2336 -0.7647 -4.1727
C 2.5943 -0.9973 -3.9913
C 3.2494 -0.2630 -3.0013
C 2.5888 0.6632 -2.2074
C 3.2827 1.3842 -1.0763
C 2.7278 0.9568 0.2655
C 2.9959 -0.3200 0.7261
C 2.4922 -0.7989 1.9353
C 1.7099 0.0620 2.6903
C 2.8139 -2.2249 2.3740
C 4.3335 -2.3742 2.5297
C 2.3107 -3.1992 1.2990
C 2.1464 -2.5797 3.7026
C 1.2282 0.8541 -2.4238
O 0.5421 1.7627 -1.6687
C 3.3765 -2.0152 -4.8196
C 2.4835 -2.7547 -5.8155
C 4.0118 -3.0496 -3.8791
C 4.4802 -1.2868 -5.5996
C -2.2958 0.8017 -1.4178
O -2.1986 2.2093 -1.6640
C -3.3615 2.6464 -2.4161
C -2.5642 -3.4221 -0.6461
C -4.0380 -3.8492 -0.6675
C -1.9781 -3.6743 0.7511
C -1.7932 -4.2703 -1.6569
C -1.6834 1.7886 2.0654
O -1.2212 2.5008 0.9906
C -3.1727 -0.5018 5.4005
C -4.4819 0.1224 5.9026
C -2.1901 -0.5754 6.5686
C -3.4415 -1.9297 4.9029
H 3.5250 3.8021 0.8026
H 2.4180 4.1548 2.1540
H 2.2351 5.0397 0.6270
H 0.5180 3.2430 2.8162
H 0.9295 2.2109 4.1694
H -0.7403 0.8247 5.1388
H -4.3775 0.0331 3.0277
H -3.7150 2.3020 0.3258
H -4.7221 0.9535 0.8315
H -3.6378 -1.3650 0.7503
H -1.3016 -2.1058 -2.7520
H -1.1353 1.4532 -3.7389
H -1.3127 -0.1556 -4.4164
H 0.6863 -1.3119 -4.9289
H 4.3082 -0.4199 -2.8305
H 3.2043 2.4684 -1.1909
H 4.3476 1.1522 -1.1082
H 3.6131 -0.9624 0.1085
H 1.2980 -0.2662 3.6353
H 4.8591 -2.1791 1.5938
H 4.5752 -3.3918 2.8394
H 4.7195 -1.6886 3.2861
H 2.7916 -3.0272 0.3348
H 1.2320 -3.1017 1.1638
H 2.5249 -4.2259 1.5993
H 2.4884 -1.9347 4.5142
H 2.4010 -3.6051 3.9708
H 1.0576 -2.5155 3.6388
H 1.6892 -3.3108 -5.3132
H 3.0847 -3.4733 -6.3727
H 2.0308 -2.0756 -6.5406
H 3.2470 -3.5754 -3.3039
H 4.7098 -2.5898 -3.1780
H 4.5670 -3.7879 -4.4593
H 4.0534 -0.5458 -6.2782
H 5.0512 -2.0015 -6.1939
H 5.1775 -0.7771 -4.9329
H -3.4085 2.0707 -3.3392
H -3.2575 3.7014 -2.6344
H -4.2570 2.4651 -1.8251
H -4.6289 -3.3073 0.0722
H -4.1193 -4.9135 -0.4417
H -4.4816 -3.6757 -1.6494
H -2.5226 -3.1304 1.5247
H -0.9318 -3.3658 0.7923
H -2.0303 -4.7375 0.9909
H -2.1865 -4.1535 -2.6686
H -1.8859 -5.3233 -1.3900
H -0.7289 -4.0238 -1.6646
H -4.3158 1.1391 6.2629
H -4.8852 -0.4684 6.7263
H -5.2400 0.1602 5.1192
H -1.9747 0.4120 6.9815
H -1.2483 -1.0467 6.2786
H -2.6244 -1.1768 7.3675
H -4.1829 -1.9484 4.1024
H -3.8224 -2.5446 5.7197
H -2.5240 -2.3904 4.5299
N 1.4068 4.3004 -2.1273
N 0.9856 5.2120 -3.1038
C -0.2607 5.7101 -3.0807
N -0.5908 6.5847 -4.0170
S -1.4023 5.2756 -1.8862
H 2.2212 4.6818 -1.6507
H 1.6854 3.4293 -2.5800
H 1.6364 5.4635 -3.8352
H 0.0611 6.9221 -4.7089
H -1.5248 6.9628 -4.0286
O -0.3391 4.9949 0.8673
H -0.6221 5.8868 0.6294
H -0.8288 4.7204 1.6566
```

Values from the calculation:
total charge: +2
ΔE to the lowest compared entry with this formula, charge and spin: 0.00 kJ/mol
largest force on an atom: 0.0152 hartree/bohr
E: -76638.031 eV
gap between HOMO and LUMO: 0.277 Eh
molar mass: 962.61 g mol⁻¹
2S+1: 1
LUMO level: -0.18712 Ha
E_HOMO: -12.62 eV